Molecular formula: C27H34Br2O16
Method: DFT, ωB97M-V with the def2-TZVPD basis set

## Properties
Electronic energy, eV: -201384.7375
HOMO energy, eV: -9.360
Multiplicity: 1
Strongest force on any atom, eV/Å: 5.62
LUMO, eV: -1.59
Structure (SMILES): O=C(Br)CC1=CC(=O)c2cc(C[C@@H]3CO3)cc(Br)c2C1=O.COC(=O)OC.COC(=O)OC.COC(=O)OC.COC(=O)OC
Energy above the lowest of the compared OMol25 structures with the same formula, charge and spin, kcal per mole: 171.6

```
79
Properties=species:S:1:pos:R:3:forces:R:3:lowdin_charge:R:1
O 0.499 1.843 -3.373 -1.54 -5.20 1.23 -0.05
C 0.103 0.674 -3.203 0.57 4.70 -1.15 -0.65
Br 1.184 -0.459 -1.955 -1.00 0.33 -0.93 0.70
C -1.233 0.165 -3.939 -0.31 -1.34 1.49 -0.08
C -1.920 -0.902 -2.945 -0.22 -2.15 -0.86 -0.15
C -2.196 -2.256 -3.319 0.37 2.65 2.00 0.07
C -2.852 -3.199 -2.184 -1.04 -0.84 -0.25 -0.24
O -3.721 -4.070 -2.433 3.33 3.26 1.03 0.04
C -2.323 -2.899 -0.689 1.32 0.73 3.30 -0.01
C -2.095 -3.986 0.382 0.40 3.68 0.17 0.06
C -1.532 -3.577 1.788 -0.20 1.76 -1.18 -0.15
C -1.281 -4.754 2.830 1.73 -1.23 -1.89 -0.10
C -0.206 -5.885 2.096 3.09 1.57 0.24 -0.18
C 1.404 -5.680 2.547 -0.77 1.24 -5.43 -0.01
O 0.774 -5.299 1.112 -3.29 -1.97 2.48 -0.23
C -1.190 -2.115 2.187 -1.56 -0.82 -4.28 -0.01
C -1.442 -1.020 1.102 -0.85 -3.32 -0.94 -0.50
Br -1.012 0.886 1.497 -0.48 -2.16 -0.36 0.70
C -1.992 -1.411 -0.286 0.34 -1.36 0.82 -0.08
C -2.238 -0.338 -1.463 -0.73 0.85 0.66 -0.29
O -2.666 0.823 -1.277 1.71 -3.90 -0.86 0.04
H -0.923 -0.326 -4.930 -0.52 0.69 1.51 0.14
H -1.973 1.035 -4.106 1.61 -1.18 0.32 0.15
H -1.934 -2.644 -4.365 -0.69 0.49 1.78 0.13
H -2.337 -5.078 0.129 0.47 1.87 0.54 0.13
H -0.670 -4.464 3.745 -1.38 -0.01 -1.11 0.11
H -2.236 -5.332 3.051 1.28 0.96 -0.07 0.11
H -0.596 -7.008 1.943 1.14 2.73 0.18 0.16
H 1.838 -4.627 2.592 -0.91 -1.37 1.75 0.11
H 2.206 -6.307 2.022 -1.23 -0.15 2.06 0.10
H -0.753 -1.791 3.184 -0.71 -0.74 -1.47 0.10
C -4.856 -10.321 -1.590 -0.10 -0.25 0.30 -0.05
O -4.443 -9.654 -2.780 -0.01 0.34 -0.08 0.00
C -4.670 -8.328 -2.775 0.08 0.10 -0.22 -0.60
O -5.173 -7.699 -1.877 0.20 -0.30 -0.29 0.12
O -4.238 -7.829 -3.944 -0.16 -0.45 0.33 0.00
C -4.416 -6.418 -4.082 0.10 0.42 0.00 -0.05
H -4.626 -11.381 -1.705 0.07 0.19 -0.24 0.09
H -4.309 -9.941 -0.724 -0.18 0.07 -0.07 0.10
H -5.933 -10.216 -1.443 0.15 0.13 0.07 0.10
H -3.852 -5.881 -3.317 -0.35 -0.30 -0.18 0.06
H -5.476 -6.157 -4.035 0.13 -0.01 0.18 0.10
H -4.033 -6.126 -5.061 0.01 -0.33 0.04 0.10
C 2.488 1.966 2.343 -0.22 0.24 -0.39 -0.05
O 3.289 1.246 3.280 0.11 0.12 0.53 0.01
C 3.376 1.825 4.488 0.11 -0.26 -0.18 -0.58
O 2.850 2.861 4.819 0.31 -0.77 -0.19 0.10
O 4.151 1.051 5.265 -0.26 0.20 -0.33 0.00
C 4.333 1.548 6.590 0.12 0.11 0.43 -0.04
H 2.488 1.409 1.405 0.14 -0.13 0.24 0.09
H 1.458 2.046 2.697 0.19 0.11 0.05 0.05
H 2.910 2.956 2.155 -0.11 -0.06 0.15 0.10
H 3.376 1.611 7.113 0.08 0.14 -0.12 0.10
H 4.828 2.522 6.572 -0.20 -0.04 -0.01 0.10
H 4.973 0.846 7.125 -0.07 -0.06 -0.30 0.09
C 0.968 7.685 -7.678 0.10 0.38 -0.14 -0.05
O 0.445 6.394 -7.373 0.10 -0.23 0.26 -0.01
C 1.054 5.782 -6.341 -0.11 -0.17 0.00 -0.60
O 1.966 6.231 -5.691 -0.36 -0.14 -0.29 0.12
O 0.470 4.587 -6.162 0.20 0.60 -0.24 0.00
C 1.020 3.819 -5.089 0.12 -0.13 0.00 -0.05
H 0.403 8.082 -8.523 -0.08 -0.28 0.10 0.09
H 0.842 8.362 -6.830 0.16 -0.12 -0.04 0.10
H 2.019 7.617 -7.966 -0.07 0.03 0.19 0.10
H 0.897 4.341 -4.139 0.12 -0.03 -0.14 0.10
H 2.074 3.597 -5.275 -0.05 0.19 0.10 0.11
H 0.476 2.881 -5.039 -0.07 0.50 -0.44 0.06
C 4.112 9.411 4.963 0.09 0.36 -0.18 -0.05
O 3.981 8.224 5.742 -0.21 -0.26 -0.04 -0.01
C 3.014 7.391 5.319 -0.01 -0.22 0.15 -0.60
O 2.287 7.572 4.373 0.31 0.00 0.35 0.12
O 2.999 6.323 6.133 0.15 0.57 -0.18 0.00
C 2.012 5.346 5.800 -0.49 -0.18 -0.09 -0.05
H 4.918 10.005 5.393 -0.06 -0.27 0.14 0.09
H 4.374 9.168 3.931 -0.19 0.02 0.08 0.10
H 3.192 9.999 4.999 0.05 -0.15 -0.14 0.10
H 2.191 4.942 4.805 -0.12 0.23 0.19 0.08
H 1.009 5.773 5.871 0.13 0.08 -0.11 0.10
H 2.092 4.532 6.521 0.24 0.25 -0.04 0.09
```
Forces are in eV/Å.